Computed, not measured: a gas-phase ion, C5H8N2P (charge +1), with wB97M-V/def2-TZVPD.

Electronic energy   -17574.1823 eV
Molar mass   127.11 Da
SMILES   NC(=[NH2+])C#C/C=C\P
Charge   +1
Maximum force   4.9 eV/A
LUMO energy   -5.110 eV

Last column: Löwdin charge in e.
Atoms and positions in Å:
N1 -3.254 -0.489 0.087  0.1961
C1 2.897 -0.819 -0.119  -0.3461
P1 3.361 0.912 -0.107  0.8334
H1 -3.200 -1.484 -0.174  0.1511
N2 -2.294 1.495 -0.201  0.1872
H2 -3.013 2.026 0.177  0.1069
C2 0.362 -0.782 -0.078  0.0320
C3 -2.072 0.184 -0.009  -0.3343
H3 3.716 -1.437 -0.166  0.0346
H4 -1.440 2.057 -0.458  0.1665
H5 -4.113 -0.058 -0.110  0.1108
C4 1.630 -1.391 -0.183  -0.1462
H6 2.365 1.496 0.749  -0.0853
H7 1.461 -2.424 -0.184  0.0945
H8 4.376 1.037 0.885  -0.0790
C5 -0.781 -0.324 -0.109  0.0779

Computed, not measured: 2 unconnected molecules or ions with the total composition C5H8N2S, with wB97M-V/def2-TZVPD.

Electronic energy   -19124.8064 eV
Molar mass   128.20 Da
Maximum force   5.9 eV/A
LUMO energy   -0.155 eV

Last column: Löwdin charge in e.
Atoms and positions in Å:
H1 -1.520 -0.999 1.178  0.0690
H2 -0.818 2.101 -0.752  0.1712
N1 -0.337 -0.017 -0.563  -0.2266
C1 1.290 1.473 0.089  -0.0903
H3 1.853 2.430 0.506  0.1454
S1 3.425 -0.387 -0.171  0.6386
H4 -2.243 0.621 0.733  0.0910
C2 0.769 -0.704 -0.318  -0.1591
H5 1.253 -1.838 -0.390  0.1718
H6 3.572 -1.784 1.056  0.0568
C3 -0.060 1.291 -0.238  -0.1271
H7 -2.056 -0.221 -1.508  0.1605
N2 -1.506 -0.619 -0.681  -0.1003
C4 1.808 0.148 -0.057  -0.8116
H8 -3.214 -0.991 0.551  0.0966
C5 -2.216 -0.502 0.565  -0.0860

Computed, not measured: a molecular structure, C5H8N2S, with wB97M-V/def2-TZVPD.

Electronic energy   -19126.7518 eV
Molar mass   128.20 Da
Maximum force   7.8 eV/A
LUMO energy   0.378 eV

Last column: Löwdin charge in e.
Atoms and positions in Å:
H1 -1.038 1.001 1.947  0.1258
H2 1.055 -1.038 3.037  0.0629
C1 0.279 -0.757 2.481  -0.0859
H3 -0.077 1.887 -2.585  0.0935
C2 0.228 -1.156 1.001  -0.8322
H4 -0.747 -1.149 2.793  0.1378
S1 0.082 -2.557 0.209  0.6967
C3 0.003 0.656 1.924  -0.0905
N1 0.058 0.738 -0.536  0.1060
H5 -1.158 0.538 -3.473  0.0798
H6 0.682 0.745 -3.613  0.0964
C4 -0.124 -0.062 -1.585  -0.1621
H7 0.000 -1.041 -1.595  -0.0399
C5 -0.223 0.751 -2.853  -0.1120
N2 0.182 0.083 0.593  -0.2044
H8 0.800 1.360 2.256  0.1280

Computed, not measured: a single C5H8N2S molecule, with wB97M-V/def2-TZVPD.

Electronic energy   -19129.6266 eV
Molar mass   128.20 Da
SMILES   CCSc1cn[nH]c1
Maximum force   1.5 eV/A
LUMO energy   0.916 eV

Last column: Löwdin charge in e.
Atoms and positions in Å:
H1 3.020 1.857 1.093  0.0830
C1 -1.088 0.790 -0.752  -0.1130
C2 -0.451 -0.296 -0.229  -0.5964
S1 1.124 -0.932 -0.648  0.8835
H2 1.252 1.814 0.630  0.0565
C3 -1.363 -0.869 0.695  -0.1633
N1 -2.501 -0.207 0.686  0.0212
H3 1.800 -0.377 1.580  0.0721
H4 -0.765 1.515 -1.504  0.1287
H5 2.506 1.659 -0.630  0.0699
C4 2.184 -0.136 0.581  -0.5493
C5 2.246 1.392 0.414  -0.1738
H6 -1.210 -1.710 1.339  0.1021
H7 -3.141 1.371 -0.416  0.1661
N2 -2.325 0.786 -0.179  -0.0457
H8 3.172 -0.563 0.475  0.0587

Computed, not measured: a single C5H8N2S molecule, with wB97M-V/def2-TZVPD.

Electronic energy   -19125.4331 eV
Molar mass   128.20 Da
SMILES   C=NN1CCCC1=S
Maximum force   6.3 eV/A
LUMO energy   0.295 eV

Last column: Löwdin charge in e.
Atoms and positions in Å:
H1 -1.723 1.533 1.823  0.1026
C1 0.948 0.125 0.350  -0.8359
H2 1.336 1.638 1.760  0.1698
C2 -1.420 -0.262 0.334  -0.1438
N1 -0.071 -0.602 -0.344  -0.1642
C3 -1.022 1.116 1.079  -0.1548
H3 -1.730 -1.180 1.077  0.1415
C4 0.464 0.825 1.461  -0.2564
C5 0.927 -1.188 -2.372  -0.0768
H4 2.014 -0.863 -1.669  -0.0031
H5 -2.220 -0.238 -0.608  0.1492
N2 -0.201 -1.160 -1.694  -0.0112
H6 0.681 -1.324 -3.462  0.0639
H7 0.368 -0.166 2.126  0.1715
S1 2.567 -0.022 0.044  0.7039
H8 -0.919 1.769 0.093  0.1437

Computed, not measured: a gas-phase ion, C5H8N3 (charge +1), with wB97M-V/def2-TZVPD.

Electronic energy   -9772.1624 eV
Molar mass   110.14 Da
SMILES   C#CN1C=NC[N@H+]1C
Charge   +1
Maximum force   5.4 eV/A
LUMO energy   -3.440 eV

Last column: Löwdin charge in e.
Atoms and positions in Å:
H1 0.656 1.087 -0.760  0.2103
H2 -0.203 2.201 1.240  0.1522
H3 2.587 0.231 0.434  0.0808
H4 -2.770 -0.791 0.881  0.1646
N1 -0.624 -0.438 -0.298  -0.0662
C1 -0.967 -0.983 -2.685  0.1757
N2 0.453 0.417 0.041  -0.0765
C2 -0.964 -0.704 -1.509  -0.2305
H5 2.039 -0.537 -0.967  0.0953
N3 -1.226 0.550 1.741  0.0270
H6 0.570 0.822 2.432  0.1842
H7 -1.223 -1.087 -3.686  0.0269
C3 1.770 -0.301 0.049  0.0144
H8 1.653 -1.323 0.597  0.1532
C4 -1.780 -0.278 1.040  0.1136
C5 0.030 1.133 1.449  -0.0251